Below is a structure of composition C22H19B2BrCdF4N6O12S, with properties calculated with ωB97M-V/def2-TZVPD.

Properties
- LUMO: 3.61 eV
- Charge: -2
- Energy above the lowest of the compared OMol25 structures with the same formula, charge and spin: 36.1 kJ/mol
- Kohn-Sham gap: 0.2715 Ha
- HOMO: -3.77 eV
- E_tot: -5670.6956 Ha

Last column: Mulliken charge in e.
Atoms and positions in Å:
Cd 0.7788 -0.4554 -0.2367  2.52
C -2.9733 1.2525 -1.1695  -1.92
C -2.3448 0.8932 0.1318  -0.04
N -2.8186 -0.1106 0.7738  1.34
O -3.8641 -0.8138 0.3173  -0.63
B -4.7656 -0.9157 1.5460  0.62
F -5.3343 -2.1685 1.6039  -0.36
F -5.7447 0.0756 1.4806  -0.36
O -3.8138 -0.6184 2.6406  -0.62
N -2.5291 -0.3994 2.1287  0.20
C -1.6245 -1.6392 2.3248  1.80
C -2.4157 -2.8162 2.8473  -2.25
C -0.5112 -1.1544 3.2776  -0.74
N 0.0691 -0.1596 2.7655  0.77
O 1.0325 0.5142 3.4378  -0.70
B 0.9968 1.9241 2.9875  0.94
F 2.2147 2.5191 3.2648  -0.39
F -0.0454 2.5899 3.6798  -0.41
O 0.7759 2.1348 1.4953  -0.71
N -0.1345 1.3895 0.8077  0.68
C -1.3450 1.7644 0.8137  0.39
C -1.9241 2.9802 1.4647  -1.93
C -0.2371 -1.7777 4.6054  -1.88
H -3.0816 0.3668 -1.7909  0.34
H -2.3757 2.0074 -1.6734  0.40
H -3.9774 1.6337 -0.9614  0.50
H -3.1526 -3.1259 2.1100  0.43
H -2.9247 -2.5462 3.7684  0.52
H -1.7256 -3.6367 3.0295  0.57
H -1.1462 3.5109 2.0024  0.50
H -2.7072 2.6813 2.1651  0.34
H -2.3656 3.6261 0.7004  0.39
H -1.1449 -1.8367 5.2092  0.31
H 0.5069 -1.1791 5.1261  0.42
H 0.1472 -2.7878 4.4544  0.31
Br 8.1876 1.2152 -2.0923  -0.24
C 7.0093 0.7662 -0.6665  0.05
C 7.5138 0.6718 0.6187  -0.16
N 6.7486 0.3671 1.6628  -0.65
C 5.4533 0.1426 1.4393  -0.19
C 4.8729 0.2079 0.1773  -0.11
C 5.6695 0.5365 -0.9064  -0.27
C 3.4050 -0.0729 -0.0133  0.90
O 2.9156 0.1071 -1.1553  -0.65
O 2.7583 -0.4748 0.9799  -0.71
H 8.5663 0.8493 0.8090  0.35
H 4.8278 -0.0960 2.2899  0.54
H 5.2259 0.6041 -1.8903  0.53
O 0.3276 2.1926 -2.2934  -0.68
C -0.0653 1.1622 -2.8068  -0.20
N -0.3162 -0.0333 -2.1744  0.31
C -0.8404 -0.9354 -3.0853  -0.59
O -1.2359 -2.0574 -2.8715  -0.70
C -0.9026 -0.2563 -4.4360  0.27
C -1.3389 -0.7075 -5.6637  -0.48
C -1.2800 0.1834 -6.7334  -0.41
C -0.8032 1.4818 -6.5588  -0.44
C -0.3722 1.9231 -5.3097  -0.38
C -0.4314 1.0260 -4.2640  0.35
H -1.7108 -1.7178 -5.7800  0.49
H -1.6082 -0.1331 -7.7164  0.37
H -0.7701 2.1528 -7.4090  0.38
H 0.0001 2.9281 -5.1549  0.48
O 0.4776 -3.5414 2.0134  -0.65
S -0.2023 -3.2818 0.7670  1.19
O 0.6532 -2.7725 -0.3037  -0.83
O -1.0772 -1.8813 1.0336  -0.55
O -1.1524 -4.2787 0.3658  -0.71

Forces on atoms 1 to 2 (eV/Å):
Cd 0.02 -0.06 -0.02
C 0.02 0.01 0.03